This record from OMol25 describes a structure of composition C8H11NO9P2V. The level of theory is wB97M-V/def2-TZVPD.

The spin multiplicity is 2. The largest force on an atom is 1.9 eV/Å. The total energy comes out at -72662.7959 eV. As for the HOMO-LUMO gap (spin up / spin down): 7.07 / 6.00 eV. The HOMO energy (spin up / spin down) is -0.2609 / -0.2221 Eh. Its lowest unoccupied orbital energy (spin up / spin down) is -0.0259 / -0.0418 eV.

Cartesian coordinates (Å):
1 H -0.51476 -3.88680 -1.54247
2 C -2.44028 4.11731 0.22062
3 C 1.45856 -2.31602 -3.84874
4 C -2.34001 3.61783 -1.07277
5 O -1.14986 -1.22089 -0.85125
6 H -2.00980 3.67448 2.29445
7 H -2.31895 -1.11726 -3.19988
8 O -0.05167 0.26729 1.43408
9 H 1.13188 -3.35245 -3.92897
10 C -1.94288 3.35144 1.26484
11 V 0.12221 0.30104 -0.43990
12 O 1.63331 -2.65425 -1.42129
13 O -1.37106 -1.21076 -3.38557
14 H 1.00360 1.35374 -3.52738
15 P -0.62488 -1.81737 -2.12293
16 O 3.13043 0.09488 -3.14663
17 O 0.70968 0.86063 -2.74609
18 H -2.89684 5.07923 0.40884
19 N -1.18321 1.67713 -0.27854
20 O -0.91539 1.36891 3.19822
21 H 2.52472 -2.24632 -4.05603
22 P 1.97606 -0.08991 -2.26218
23 C -1.33699 2.14630 0.98490
24 O 2.07742 0.14438 -0.76883
25 H 0.91922 -1.71713 -4.58382
26 C -1.72528 2.40048 -1.28088
27 H -1.63938 1.97984 -2.27478
28 C 1.18030 -1.76896 -2.45368
29 C -0.73323 1.21424 2.01305
30 O -0.99085 -3.36102 -2.20542
31 H 2.25529 -2.19522 -0.84479
32 H -2.73845 4.16910 -1.91328

natural (NBO) population analysis, charges in e, atoms 1 to 8: 0.53, -0.20, -0.64, -0.22, -1.04, 0.25, 0.52, -0.69

=====

This record from OMol25 describes the molecule C8H11NS2. The level of theory is wB97M-V/def2-TZVPD.

The largest force on an atom is 6.5 eV/Å. The total energy comes out at -31632.3376 eV. The value obtained for the relative energy (zero: lowest compared OMol25 entry of this formula, charge and spin) is 150.9 kJ/mol. As for the HOMO-LUMO gap: 8.26 eV. The HOMO energy is -0.2970 Eh. Its lowest unoccupied orbital energy is 0.1740 eV.

Cartesian coordinates (Å):
1 C -0.16075 -0.63650 -1.37712
2 H 0.89110 -1.79276 0.82812
3 C -0.61246 2.19442 1.41829
4 H -0.54181 -1.88311 1.80376
5 C -0.68756 0.86798 2.04747
6 H -1.86125 -1.21719 -0.25946
7 H -0.78816 -2.70077 -0.66242
8 C -0.15465 -1.42938 1.00423
9 H 1.43129 -2.06666 -1.44718
10 N -0.05210 0.00174 1.19175
11 H 1.77040 -0.84752 -2.62649
12 C 1.34321 -1.05238 -1.68880
13 C 0.62118 2.09235 0.47537
14 H -1.56620 2.29308 0.82584
15 S -1.60136 0.42397 3.37897
16 H 0.57639 2.74246 -0.33684
17 H -0.51711 -0.09592 -2.15487
18 C -0.79750 -1.55502 -0.38540
19 S 2.19314 -0.05899 -0.34977
20 H 1.55893 2.23389 1.13265
21 C 0.62597 0.63326 0.11544
22 H -0.57153 3.10306 2.03912

natural (NBO) population analysis, charges in e, atoms 1 to 8: -0.15, 0.21, -0.48, 0.24, 0.15, 0.23, 0.23, -0.21

=====

This record from OMol25 describes the ion C8H11O with charge +1. The level of theory is wB97M-V/def2-TZVPD.

The spin multiplicity is 3. The charge is +1. The largest force on an atom is 7.3 eV/Å. The total energy comes out at -10505.3603 eV. The value obtained for the relative energy (zero: lowest compared OMol25 entry of this formula, charge and spin) is 277.0 kJ/mol. As for the HOMO-LUMO gap (spin up / spin down): 7.04 / 7.69 eV. The HOMO energy (spin up / spin down) is -0.3671 / -0.5210 Eh. Its lowest unoccupied orbital energy (spin up / spin down) is -2.9488 / -6.4870 eV.

Cartesian coordinates (Å):
1 H -1.04874 -0.89731 -2.75475
2 O -0.87088 0.50207 -1.29403
3 C -2.06183 -0.20083 -0.81360
4 H 2.00073 -1.97691 1.87258
5 H 0.75584 -2.14030 -0.36733
6 C 1.56494 0.17730 2.22341
7 H -1.99905 -1.22108 -0.57231
8 H -2.18621 0.36719 0.21384
9 C -0.00750 0.55590 -0.11024
10 C 0.13925 1.55554 0.74591
11 C 1.05589 1.39147 1.87270
12 H -0.16740 2.59993 0.52350
13 C -0.30165 -0.19151 -2.40408
14 H -2.91502 -0.19273 -1.52300
15 H -0.05947 0.48926 -3.20363
16 H 0.50396 -0.81445 -2.07913
17 C 0.89805 -1.32929 0.34509
18 H 2.19329 0.21932 3.15506
19 H 1.01383 2.17192 2.70872
20 C 1.49197 -1.06551 1.46129

natural (NBO) population analysis, charges in e, atoms 1 to 8: 0.22, -0.34, -0.28, 0.26, 0.23, -0.12, 0.22, 0.25

=====

This record from OMol25 describes a cluster of 2 separate species, C8H12 in total. The level of theory is wB97M-V/def2-TZVPD.

The largest force on an atom is 5.2 eV/Å. The total energy comes out at -8482.8856 eV. The value obtained for the relative energy (zero: lowest compared OMol25 entry of this formula, charge and spin) is 646.1 kJ/mol. As for the HOMO-LUMO gap (spin up / spin down): 8.32 / 8.02 eV. The HOMO energy (spin up / spin down) is -0.2964 / -0.2865 Eh. Its lowest unoccupied orbital energy (spin up / spin down) is 0.2533 / 0.2229 eV.

Cartesian coordinates (Å):
1 H 1.88370 -1.10849 0.10589
2 H -2.51473 -0.72412 -0.36910
3 C -0.36409 -0.09645 -0.19022
4 H -2.04166 0.89932 0.24710
5 C 0.04933 -1.30977 2.39977
6 C 0.90189 -0.67882 3.13820
7 H 0.82153 -0.54822 4.30435
8 C -1.75188 -0.13861 0.27619
9 H -2.00495 -0.50315 1.33940
10 C 0.20257 0.57413 -1.25443
11 H -0.93780 1.07661 -3.05995
12 H -1.19891 2.12265 -1.53032
13 H 0.37318 2.26540 -2.42603
14 C 1.52991 0.21132 -1.47643
15 H -0.89421 -1.78097 2.37230
16 H 1.97754 0.93875 -2.27735
17 C 2.29279 -0.59921 -0.74371
18 H 1.84956 -0.36364 2.69901
19 H 3.33389 -0.80165 -0.99116
20 C -0.44467 1.54988 -2.15120

natural (NBO) population analysis, charges in e, atoms 1 to 8: 0.20, 0.23, 0.23, 0.23, -0.07, -0.53, 0.22, -0.74

=====

This record from OMol25 describes a structure of composition C8H12AuCl5N2O9P3. The level of theory is wB97M-V/def2-TZVPD.

The charge is +1. The largest force on an atom is 0.1 eV/Å. The total energy comes out at -124070.7255 eV. The value obtained for the relative energy (zero: lowest compared OMol25 entry of this formula, charge and spin) is 30.4 kJ/mol. As for the HOMO-LUMO gap: 7.64 eV. The HOMO energy is -0.4544 Eh. Its lowest unoccupied orbital energy is -4.7250 eV.

Cartesian coordinates (Å):
1 H -1.66234 -2.14093 2.34243
2 P 3.29588 2.11688 -0.38673
3 H 4.78834 2.67785 1.03195
4 O -0.47285 3.57077 0.06465
5 H -2.68351 0.42597 1.68524
6 C -1.62101 -0.98109 -2.60398
7 O 3.02226 0.70580 -0.91025
8 C -2.29379 -2.10853 -3.10627
9 O 1.85767 2.57919 0.24660
10 H 2.21819 3.91068 -1.83682
11 C -0.28245 -3.45736 -2.95363
12 Cl 0.59976 -4.90801 -3.12964
13 Cl -2.45831 0.50180 -2.40221
14 H 0.89982 -1.94097 3.80041
15 H -1.38074 -1.35573 3.92945
16 N -1.64309 2.26603 1.94264
17 P -0.30344 -0.06020 2.06476
18 Cl -2.47111 -4.69142 -3.89420
19 C -0.28329 -1.10499 -2.28259
20 H 0.77945 -2.28387 2.18535
21 C -1.63529 -3.33220 -3.28128
22 H 0.13172 -3.34526 3.34792
23 C -0.96775 -1.55951 2.94550
24 N 0.29203 -2.37106 3.09911
25 H -1.69017 0.92824 0.30600
26 Au 1.22162 -0.00601 -1.56108
27 C -1.73784 0.88182 1.39360
28 O 0.28761 0.81061 3.11540
29 O 3.74307 3.16005 -1.32660
30 O 0.50400 -0.73069 0.98720
31 H -1.16786 2.89619 1.19707
32 O 4.20684 1.92110 0.88080
33 O 0.19753 1.67178 -1.42060
34 Cl -3.95114 -1.98603 -3.51119
35 O 1.22989 3.98392 -1.75960
36 C 0.31892 -2.32256 -2.46721
37 P 0.64878 2.99490 -0.70934
38 H -2.54610 2.65590 2.19529
39 Cl 2.02465 -2.20609 -1.98116
40 H -1.01596 2.23304 2.76301

natural (NBO) population analysis, charges in e, atoms 1 to 8: 0.23, 2.56, 0.53, -1.12, 0.24, -0.08, -1.16, -0.08

=====

This record from OMol25 describes a structure of composition C8H12B2F8LiO6. The level of theory is wB97M-V/def2-TZVPD.

The charge is -1. The largest force on an atom is 2.1 eV/Å. The total energy comes out at -44091.2374 eV. The value obtained for the relative energy (zero: lowest compared OMol25 entry of this formula, charge and spin) is 122.0 kJ/mol. As for the HOMO-LUMO gap: 9.76 eV. The HOMO energy is -0.2779 Eh. Its lowest unoccupied orbital energy is 2.1989 eV.

Cartesian coordinates (Å):
1 H 2.19779 4.55155 0.99292
2 O 0.22968 1.45289 0.26288
3 H 1.95644 -3.65289 -0.76027
4 C 2.54566 4.82645 -0.00222
5 F -3.25024 0.92994 3.90664
6 H 0.23715 -6.41813 -0.70101
7 H 0.94615 -4.86438 0.98085
8 H -1.18097 -5.48669 -1.12513
9 F -1.43255 1.28298 2.46590
10 H 1.88763 5.60103 -0.40474
11 C 3.42928 2.45811 -0.30649
12 O 0.34786 -2.34981 -0.66114
13 O 1.29093 3.02724 -0.94743
14 B -3.29579 0.97280 -1.44528
15 O -0.97500 -1.39430 0.87936
16 F -2.95727 1.96943 -0.49601
17 C -0.49470 -2.34333 0.38797
18 H 3.51919 5.32177 0.05136
19 Li -1.68342 0.49210 0.43909
20 H 4.16499 2.73870 0.44105
21 F -3.76460 1.60166 -2.59292
22 O 2.44883 1.65249 0.33091
23 F -3.20519 0.11309 1.72688
24 H 2.92458 3.88250 -1.91052
25 C 0.87304 -3.65053 -0.87012
26 H 0.54939 -3.95228 -1.86589
27 B -2.83910 1.16820 2.59878
28 F -2.16848 0.11987 -1.56228
29 C 2.58633 3.62829 -0.90880
30 C 1.21594 1.97907 -0.11489
31 F -4.32837 0.16739 -0.90811
32 O -0.74547 -3.60556 0.77466
33 C 0.21853 -4.50369 0.25275
34 F -3.44341 2.34418 2.11664
35 H -1.13122 -6.23251 0.42796
36 H 3.82949 1.89107 -1.15324
37 C -0.50310 -5.71871 -0.30011

natural (NBO) population analysis, charges in e, atoms 1 to 8: 0.23, -0.56, 0.19, -0.64, -0.57, 0.20, 0.18, 0.22

=====

This record from OMol25 describes a structure of composition C8H12B3BeF12N4Ni. The level of theory is wB97M-V/def2-TZVPD.

The spin multiplicity is 3. The charge is +1. The largest force on an atom is 3.5 eV/Å. The total energy comes out at -90544.6130 eV. The value obtained for the relative energy (zero: lowest compared OMol25 entry of this formula, charge and spin) is 0.0 kJ/mol. As for the HOMO-LUMO gap (spin up / spin down): 8.61 / 7.01 eV. The HOMO energy (spin up / spin down) is -0.5169 / -0.5169 Eh. Its lowest unoccupied orbital energy (spin up / spin down) is -5.4568 / -7.0568 eV.

Cartesian coordinates (Å):
1 C 3.69107 -1.34917 1.12166
2 H 3.15615 1.29104 -2.29612
3 F -1.04509 -1.29227 -1.55526
4 N 1.39424 3.89871 -2.22115
5 H 1.69173 -0.40457 3.47580
6 N 3.56579 -2.22042 1.84877
7 C 3.93374 -0.21405 0.23219
8 H 1.47458 0.88847 -2.51049
9 H 0.01319 5.51807 -0.61841
10 H -1.30632 5.12263 -1.80712
11 H 2.40642 1.48347 -3.94368
12 F -3.60274 -1.90455 -0.35534
13 F -4.52859 -2.65675 1.60852
14 Ni -2.59856 1.21757 1.26281
15 B -1.53522 -4.78057 -2.04216
16 F -3.59406 -0.53198 1.62601
17 H 3.54919 0.72121 0.63456
18 F -0.29365 -1.90293 0.49123
19 C 1.03548 0.31144 3.98033
20 H 5.00838 -0.10573 0.10482
21 H 3.38447 -0.44102 -0.68018
22 F -0.62593 -3.93055 -1.37375
23 F -2.57733 -3.88632 -2.47581
24 F -2.31793 -2.59714 1.33203
25 F -1.47054 0.01535 0.11287
26 C -1.00954 5.18795 -0.75907
27 C -1.26948 3.86131 -0.23775
28 C 1.77512 2.87591 -2.50316
29 H 0.69328 -0.25564 4.85118
30 F -2.18182 -5.51394 -0.99726
31 C 2.26972 1.54675 -2.86966
32 B -0.47231 -0.82555 -0.38944
33 N -0.93102 0.97528 2.47150
34 H 1.61944 1.13332 4.38734
35 H -1.68050 5.92198 -0.30972
36 B -3.51754 -1.92317 1.08768
37 F 0.74668 -0.20200 -0.55752
38 Be -2.34254 -3.03616 -0.38236
39 C -0.07918 0.68083 3.14889
40 F -1.00397 -5.47945 -3.06182
41 N -1.42479 2.80262 0.16906

natural (NBO) population analysis, charges in e, atoms 1 to 8: 0.29, 0.25, -0.54, -0.41, 0.31, -0.33, -0.72, 0.28

=====

This record from OMol25 describes a structure of composition C8H12BO5RbS. The level of theory is wB97M-V/def2-TZVPD.

The charge is -2. The largest force on an atom is 2.1 eV/Å. The total energy comes out at -30892.5850 eV. The value obtained for the relative energy (zero: lowest compared OMol25 entry of this formula, charge and spin) is 0.0 kJ/mol. As for the HOMO-LUMO gap: 3.43 eV. The HOMO energy is -0.0004 Eh. Its lowest unoccupied orbital energy is 3.4211 eV.

Cartesian coordinates (Å):
1 C 3.72197 -2.10358 -1.35719
2 H -1.32023 0.81127 0.84888
3 C 2.88800 0.13296 -2.58073
4 H 1.85602 4.05153 -0.26753
5 B 1.03460 3.22948 -0.13890
6 H 1.46977 2.17101 -0.15242
7 H 0.27069 3.31901 -1.01527
8 H 2.92439 -0.42864 -3.51796
9 H 4.10384 -2.70139 -0.53545
10 H -5.17479 -2.28574 1.79501
11 Rb 1.25410 0.93226 1.83373
12 O -3.67057 1.83576 0.60766
13 S 4.02229 -0.27349 -1.22082
14 C -1.88597 -1.10967 1.54473
15 O -0.67782 -1.47788 1.76824
16 H 4.18402 -2.45724 -2.28479
17 O -5.83026 0.22016 1.34390
18 H 3.08055 1.15815 -2.91217
19 C -4.34948 -1.60739 1.61674
20 C -4.68599 -0.24159 1.31296
21 H 1.84687 0.15035 -2.25233
22 H 2.65011 -2.25035 -1.48392
23 O 3.32414 0.12648 0.04006
24 O -2.82783 -3.18408 2.35349
25 C -3.04602 -2.07048 1.79498
26 C -2.14560 0.14834 1.06883
27 H 0.47233 3.25057 0.86864
28 C -3.48914 0.65417 0.92165

Löwdin population analysis, charges in e, atoms 1 to 8: -0.25, 0.05, -0.26, -0.08, -0.52, -0.20, -0.06, 0.05